Here is a molecular structure, C49H34BBr5GeN5O4STc in a non-equilibrium geometry from the Open Molecules 2025 dataset. Energies are from ωB97M-V/def2-TZVPD.

Last column: Löwdin charge in e.
Cartesian coordinates (Å):
Tc  -0.1725  -0.6822  -0.0591  1.117
S  0.5762  -2.6393  -1.0924  0.627
C  -0.2893  -2.3796  -2.5946  -0.768
N  -0.5118  -3.2662  -3.5176  0.071
N  -0.0978  -4.4978  -3.2970  0.001
C  -0.4089  -5.5280  -4.1953  -0.253
C  -1.1321  -5.2799  -5.3561  -0.031
C  -1.4197  -6.3348  -6.2070  -0.084
C  -0.9992  -7.6251  -5.9133  -0.099
C  -0.2770  -7.8582  -4.7513  -0.089
C  0.0216  -6.8151  -3.8912  -0.034
N  -0.8541  -1.1490  -2.9178  0.086
N  -0.8792  -0.3075  -1.9743  -0.115
C  -1.3972  0.9873  -2.3495  -0.245
C  -0.9961  1.5715  -3.5401  -0.031
C  -1.4864  2.8249  -3.8701  -0.088
C  -2.3642  3.4784  -3.0158  -0.089
C  -2.7522  2.8814  -1.8235  -0.065
C  -2.2654  1.6306  -1.4828  -0.037
H  0.3318  -4.7279  -2.4030  0.089
H  -1.4563  -4.2744  -5.5769  0.104
H  -1.9805  -6.1433  -7.1117  0.103
H  -1.2325  -8.4407  -6.5827  0.099
H  0.0589  -8.8578  -4.5111  0.103
H  0.5891  -6.9947  -2.9869  0.112
H  -0.3103  1.0459  -4.1900  0.112
H  -1.1726  3.2951  -4.7912  0.106
H  -2.7347  4.4615  -3.2726  0.104
H  -3.4265  3.3901  -1.1495  0.110
H  -2.5402  1.1631  -0.5463  0.088
Br  4.3901  4.1013  -1.3539  0.732
C  3.5110  2.6701  -0.5074  -0.744
C  4.2375  1.6016  0.0329  -0.739
Br  6.1169  1.6136  -0.0395  0.737
C  3.5868  0.5109  0.6010  -0.647
Br  4.4901  -0.9750  1.3092  0.793
C  2.1879  0.4810  0.6724  -0.449
O  1.5171  -0.5534  1.1380  -0.280
C  1.4943  1.6026  0.2039  -0.278
O  0.1153  1.5446  0.3836  -0.011
C  2.1198  2.6626  -0.4236  -0.607
Br  1.0495  4.0040  -1.1839  0.910
Br  1.2082  -1.2617  6.5204  0.793
C  0.7198  -0.1731  5.0649  -0.656
C  1.6177  0.7564  4.5679  -0.057
C  1.2172  1.5255  3.4955  -0.019
N  0.0160  1.3931  2.9323  0.140
C  -0.8435  0.5052  3.4229  -0.025
C  -0.5380  -0.3018  4.5004  -0.060
H  2.5995  0.8796  4.9973  0.115
H  1.8659  2.2693  3.0551  0.149
H  -1.8083  0.4749  2.9390  0.115
H  -1.2543  -1.0165  4.8749  0.105
O  -1.7766  2.5213  1.5327  0.159
B  -0.3654  2.3293  1.4876  -0.932
O  0.3121  3.5604  1.7630  0.106
C  -0.6711  4.3492  2.2950  -0.193
C  -0.5394  5.5847  2.8806  0.011
C  -1.7070  6.1987  3.3396  -0.094
C  -2.9426  5.5861  3.2028  -0.094
C  -3.0661  4.3304  2.6022  0.007
C  -1.9114  3.7331  2.1609  -0.186
H  0.4288  6.0553  2.9737  0.120
H  -1.6438  7.1708  3.8067  0.099
H  -3.8280  6.0885  3.5643  0.098
H  -4.0207  3.8411  2.4846  0.107
C  -1.6437  -1.2503  0.5072  -0.370
Ge  -3.2743  -2.0276  1.2398  0.931
C  -4.5138  -0.5825  1.6245  -0.279
C  -4.6354  -0.0448  2.9054  -0.117
C  -5.5088  1.0040  3.1551  -0.084
C  -6.2684  1.5311  2.1218  -0.090
C  -6.1522  1.0127  0.8407  -0.077
C  -5.2835  -0.0407  0.5952  -0.109
C  -3.9405  -3.1969  -0.1556  -0.275
C  -5.2997  -3.4362  -0.3414  -0.110
C  -5.7314  -4.3013  -1.3371  -0.085
C  -4.8070  -4.9333  -2.1555  -0.079
C  -3.4502  -4.7059  -1.9769  -0.069
C  -3.0203  -3.8425  -0.9805  -0.104
C  -2.7348  -3.0000  2.8298  -0.284
C  -3.6127  -3.2320  3.8866  -0.114
C  -3.2036  -3.9605  4.9958  -0.086
C  -1.9149  -4.4700  5.0534  -0.088
C  -1.0349  -4.2541  4.0022  -0.081
C  -1.4426  -3.5212  2.8976  -0.107
H  -4.0563  -0.4547  3.7244  0.089
H  -5.5970  1.4071  4.1552  0.106
H  -6.9515  2.3484  2.3147  0.104
H  -6.7425  1.4246  0.0329  0.106
H  -5.2031  -0.4400  -0.4088  0.104
H  -6.0317  -2.9455  0.2895  0.099
H  -6.7893  -4.4800  -1.4755  0.102
H  -5.1438  -5.6024  -2.9359  0.104
H  -2.7300  -5.1961  -2.6188  0.089
H  -1.9588  -3.6669  -0.8483  0.047
H  -4.6236  -2.8428  3.8523  0.099
H  -3.8906  -4.1305  5.8141  0.103
H  -1.5954  -5.0359  5.9184  0.103
H  -0.0288  -4.6487  4.0467  0.107
H  -0.7412  -3.3363  2.0907  0.090

Summary:
relative energy (zero: lowest compared OMol25 entry of this formula, charge and spin)	0.000	eV
charge	0
2S+1	1
total energy	-487446.63905	eV
Kohn-Sham gap	6.53	eV

Here is a molecular structure, C49H34N7RuS from the Open Molecules 2025 dataset. Energies are from ωB97M-V/def2-TZVPD.

Last column: Löwdin charge in e.
Cartesian coordinates (Å):
Ru  0.3524  0.1901  -0.3933  1.520
C  3.1404  -6.9816  0.5123  -0.094
C  2.3991  -6.3689  1.5141  -0.083
C  1.9248  -5.0775  1.3385  -0.042
C  2.1793  -4.3761  0.1593  -0.208
C  2.9213  -5.0036  -0.8406  -0.036
C  3.4007  -6.2935  -0.6651  -0.079
C  1.6642  -2.9994  -0.0287  -0.059
C  0.7458  -2.7817  -1.0871  -0.242
C  0.2334  -3.7811  -1.9264  -0.017
C  -0.6266  -3.1654  -2.8238  -0.018
C  -0.6382  -1.8012  -2.5157  -0.255
C  -1.4367  -0.8299  -3.1752  -0.065
C  -2.1339  -1.2570  -4.4134  -0.203
C  -1.4055  -1.7164  -5.5111  -0.033
C  -2.0489  -2.1314  -6.6672  -0.077
C  -3.4355  -2.1064  -6.7422  -0.091
C  -4.1720  -1.6608  -5.6531  -0.080
C  -3.5263  -1.2381  -4.5002  -0.043
C  -1.6517  0.4797  -2.7077  -0.245
N  -1.1535  0.9994  -1.5293  -0.025
C  -1.6800  2.2724  -1.4106  -0.240
C  -1.4025  3.1863  -0.3804  -0.053
C  -2.1522  4.4702  -0.4050  -0.214
C  -1.5235  5.6691  -0.7285  -0.033
C  -2.2438  6.8554  -0.7598  -0.076
C  -3.5998  6.8565  -0.4641  -0.090
C  -4.2348  5.6639  -0.1429  -0.079
C  -3.5159  4.4778  -0.1188  -0.033
C  -0.4378  3.0051  0.6198  -0.236
C  -0.0694  3.9812  1.5705  -0.003
C  0.9707  3.4647  2.2999  -0.006
C  1.2118  2.1543  1.8199  -0.238
N  0.3415  1.8766  0.7895  -0.016
C  2.1903  1.2806  2.3294  -0.068
C  2.4013  -0.0521  1.8968  -0.265
C  3.2570  -0.9740  2.5147  -0.016
C  3.0876  -2.1880  1.8690  -0.019
C  2.1280  -1.9966  0.8624  -0.242
N  1.7191  -0.6827  0.8682  -0.035
C  3.0457  1.7687  3.4423  -0.209
C  2.4937  2.0755  4.6855  -0.044
C  3.2973  2.5066  5.7316  -0.081
C  4.6675  2.6375  5.5505  -0.091
C  5.2276  2.3330  4.3172  -0.076
C  4.4236  1.8971  3.2740  -0.030
C  -2.4912  2.5545  -2.5248  0.001
C  -2.4663  1.4467  -3.3389  -0.007
N  0.2103  -1.5628  -1.4491  -0.021
H  3.5136  -7.9884  0.6501  0.099
H  2.1881  -6.9002  2.4340  0.100
H  1.3471  -4.5972  2.1192  0.117
H  3.1257  -4.4658  -1.7589  0.124
H  3.9820  -6.7628  -1.4493  0.102
H  0.4763  -4.8296  -1.8712  0.107
H  -1.2010  -3.6361  -3.6056  0.110
H  -0.3240  -1.7385  -5.4499  0.124
H  -1.4658  -2.4743  -7.5129  0.103
H  -3.9381  -2.4352  -7.6429  0.100
H  -5.2541  -1.6433  -5.7005  0.102
H  -4.1045  -0.8917  -3.6520  0.117
H  -0.4662  5.6645  -0.9662  0.126
H  -1.7454  7.7808  -1.0202  0.103
H  -4.1607  7.7820  -0.4885  0.100
H  -5.2929  5.6578  0.0867  0.102
H  -4.0089  3.5439  0.1224  0.121
H  -0.5186  4.9556  1.6725  0.112
H  1.5278  3.9562  3.0796  0.110
H  3.9110  -0.7639  3.3458  0.109
H  3.6078  -3.1106  2.0673  0.107
H  1.4236  1.9798  4.8276  0.117
H  2.8513  2.7408  6.6904  0.101
H  5.2949  2.9717  6.3671  0.100
H  6.2948  2.4380  4.1645  0.103
H  4.8579  1.6612  2.3092  0.126
H  -3.0030  3.4871  -2.6995  0.116
H  -2.9430  1.3245  -4.2970  0.110
C  -2.2999  -1.6893  4.0563  0.001
N  -2.0880  -1.3199  2.6659  -0.111
C  -2.9921  -1.4728  1.6341  -0.036
C  -2.3753  -1.0163  0.5152  -0.079
N  -1.1124  -0.5920  0.8593  -0.073
C  -0.9715  -0.7899  2.1556  -0.107
H  -2.3289  -2.7722  4.1622  0.097
H  -3.2358  -1.2657  4.4118  0.095
H  -1.4822  -1.2975  4.6553  0.095
H  -3.9718  -1.8931  1.7838  0.125
H  -2.7396  -0.9680  -0.4966  0.111
H  -0.0829  -0.5700  2.7278  0.142
S  3.7941  2.3698  -2.6013  0.649
C  2.6067  1.5548  -1.9473  -0.891
N  1.7155  0.9394  -1.4664  -0.097

Summary:
relative energy (zero: lowest compared OMol25 entry of this formula, charge and spin)	0.000	eV
charge	0
2S+1	6
total energy	-75212.79612	eV
⟨S²⟩	8.803
Kohn-Sham gap (alpha / beta)	4.53 / 4.96	eV

Here is a molecular structure, C49H35AsN13O3S2Ti in a non-equilibrium geometry from the Open Molecules 2025 dataset. Energies are from ωB97M-V/def2-TZVPD.

Last column: Löwdin charge in e.
Cartesian coordinates (Å):
Ti  1.1116  1.0443  0.6585  0.660
C  -4.5197  0.8811  0.4664  -0.123
C  -3.5998  -0.1354  0.3100  -0.120
N  -2.4124  0.0407  -0.2666  0.162
C  -2.1803  1.2566  -0.7624  -0.238
C  -3.1524  2.2653  -0.6615  -0.102
N  -4.2934  2.1053  -0.0200  0.088
C  -0.9801  1.4789  -1.5831  -0.198
C  -1.2803  1.9808  -2.8273  0.022
C  -0.3086  2.0908  -3.8293  -0.162
C  0.9673  1.7012  -3.4825  0.040
C  1.2688  1.2546  -2.2035  -0.251
N  0.3094  1.1090  -1.2077  0.010
C  2.5990  0.8948  -1.8344  -0.233
C  3.7084  1.0416  -2.6907  -0.080
N  4.9284  0.7046  -2.3588  0.087
C  5.0834  0.2032  -1.1164  -0.118
C  4.0350  0.0725  -0.2462  -0.128
N  2.7721  0.4047  -0.5749  -0.025
C  -0.6404  2.5579  -5.1745  -0.168
C  0.2814  3.2619  -5.9561  -0.011
C  -0.0940  3.7002  -7.2125  -0.153
N  -1.2927  3.4846  -7.7524  0.039
C  -2.1652  2.8024  -7.0136  -0.162
C  -1.8986  2.3298  -5.7423  -0.022
H  -5.4576  0.7309  0.9862  0.101
H  -3.8266  -1.1353  0.6464  0.096
H  -2.9625  3.2466  -1.0817  0.118
H  -2.3040  2.2542  -3.0405  0.110
H  1.7422  1.7277  -4.2333  0.109
H  3.5908  1.4774  -3.6752  0.109
H  6.0895  -0.0709  -0.8304  0.101
H  4.2035  -0.2811  0.7576  0.067
H  1.2626  3.4988  -5.5658  0.108
H  0.6022  4.2625  -7.8260  0.102
H  -3.1307  2.6241  -7.4765  0.098
H  -2.6508  1.7701  -5.2025  0.105
N  -5.7411  -1.9754  5.4468  0.089
C  -4.5461  -1.4787  4.9444  -0.327
C  -3.9494  -2.0617  3.8231  -0.029
C  -2.7718  -1.5470  3.3158  -0.067
C  -2.1983  -0.4246  3.8917  -0.271
C  -2.7810  0.1667  5.0007  -0.063
C  -3.9454  -0.3597  5.5276  -0.031
S  -0.5119  0.0001  3.4888  0.609
O  -0.0155  0.7606  4.5978  -0.294
O  0.0642  -1.2980  3.2298  -0.354
N  -0.3974  0.8537  2.0859  -0.224
C  -0.8819  2.1080  2.1585  -0.484
N  -1.7436  2.4786  3.1184  0.145
C  -2.1288  3.7443  3.1064  -0.112
C  -1.6948  4.6603  2.1606  -0.052
C  -0.8464  4.1694  1.1850  -0.107
N  -0.4507  2.9074  1.1632  0.094
H  -5.9600  -2.9291  5.2175  0.084
H  -5.9633  -1.7135  6.3915  0.083
H  -4.3960  -2.9398  3.3703  0.108
H  -2.2676  -2.0333  2.4927  0.096
H  -2.2816  1.0161  5.4461  0.107
H  -4.3818  0.0749  6.4198  0.106
H  -2.8220  4.0259  3.8931  0.111
H  -2.0212  5.6888  2.1685  0.095
H  -0.4730  4.7904  0.3765  0.122
S  2.6194  0.5517  2.5213  0.721
C  2.9682  -1.1642  2.5511  -0.665
C  3.9093  -1.6090  3.4899  -0.118
C  4.2713  -2.9396  3.5712  -0.096
C  3.6978  -3.8731  2.7169  -0.099
C  2.7530  -3.4520  1.7964  -0.147
C  2.3830  -2.1125  1.6887  -0.391
As  0.9012  -1.5611  0.5377  1.368
C  -0.2902  -3.1337  0.7475  -0.324
C  -1.2237  -3.3837  -0.2581  -0.111
C  -2.1655  -4.3926  -0.1230  -0.094
C  -2.2129  -5.1449  1.0421  -0.106
C  -1.3106  -4.8826  2.0629  -0.088
C  -0.3535  -3.8891  1.9165  -0.122
C  1.5912  -2.1653  -1.2341  -0.329
C  0.8433  -1.8455  -2.3671  -0.140
C  1.2602  -2.2240  -3.6352  -0.083
C  2.4456  -2.9252  -3.7940  -0.096
C  3.2208  -3.2130  -2.6799  -0.083
C  2.7998  -2.8329  -1.4138  -0.098
H  4.3435  -0.8782  4.1600  0.097
H  5.0023  -3.2532  4.3070  0.097
H  3.9702  -4.9190  2.7840  0.094
H  2.2722  -4.1764  1.1484  0.103
H  -1.2072  -2.7789  -1.1545  0.080
H  -2.8692  -4.5864  -0.9233  0.098
H  -2.9405  -5.9407  1.1463  0.094
H  -1.3574  -5.4537  2.9823  0.102
H  0.3417  -3.6799  2.7174  0.097
H  -0.0697  -1.2674  -2.2683  0.090
H  0.6529  -1.9716  -4.4961  0.102
H  2.7753  -3.2267  -4.7804  0.096
H  4.1663  -3.7292  -2.7927  0.100
H  3.4253  -3.0431  -0.5568  0.088
O  2.0945  2.5686  0.5474  -0.330
N  2.0662  3.2094  -0.6071  0.015
C  3.1245  3.9468  -0.8968  -0.307
C  3.1283  4.6044  -2.1537  -0.200
N  3.1598  5.1440  -3.1734  0.141
C  4.2840  4.0895  -0.0859  -0.185
N  5.2297  4.2128  0.5622  0.159

Summary:
relative energy (zero: lowest compared OMol25 entry of this formula, charge and spin)	1.298	eV
charge	-1
2S+1	1
total energy	-182520.91799	eV
Kohn-Sham gap (alpha / beta)	4.65 / 5.03	eV

Here is a molecular structure, C49H35ClGeN6O5Pt from the Open Molecules 2025 dataset. Energies are from ωB97M-V/def2-TZVPD.

Last column: Löwdin charge in e.
Cartesian coordinates (Å):
Pt  1.3693  1.0570  -1.6946  0.753
O  5.7803  5.3668  -1.4140  0.149
C  6.4443  4.2554  -1.5073  -0.512
O  7.6446  4.1740  -1.4388  0.069
C  5.6554  2.9642  -1.6820  -0.009
C  6.2604  1.7531  -1.7516  -0.520
Cl  7.9065  1.3951  -1.7722  0.911
N  5.2630  0.7592  -1.8902  -0.015
N  4.0180  1.3846  -1.9141  0.124
C  4.2406  2.6634  -1.7982  -0.072
C  3.0462  3.6427  -1.8527  -0.569
O  3.3097  4.8408  -1.7073  0.065
O  1.9206  3.1490  -2.0635  -0.122
C  5.3600  -0.5663  -2.0789  -0.091
C  4.1239  -1.3460  -2.3806  -0.164
C  4.3853  -2.5850  -3.1685  0.021
C  5.6046  -3.1316  -3.2646  -0.023
C  6.6690  -2.5092  -2.5441  0.031
C  6.5716  -1.2828  -1.9539  -0.018
H  4.7708  5.2265  -1.4798  0.067
H  3.3818  -0.7052  -2.8725  0.099
H  3.5199  -3.0647  -3.6066  0.106
H  5.7795  -4.0490  -3.8052  0.123
H  7.6197  -3.0243  -2.4748  0.133
H  7.4261  -0.8627  -1.4572  0.059
C  -9.5248  1.2867  6.9087  -0.071
O  -8.1562  1.1380  7.2465  -0.068
C  -7.2445  1.2576  6.2606  -0.278
C  -5.9091  1.1221  6.6514  0.016
C  -4.9025  1.2253  5.7210  -0.013
C  -5.1980  1.4654  4.3744  -0.162
C  -6.5282  1.6035  3.9978  -0.025
C  -7.5545  1.5020  4.9256  -0.010
C  -4.0955  1.5626  3.4225  -0.255
N  -2.8218  1.5321  3.7418  0.195
C  -2.1487  1.6390  2.5560  -0.179
C  -3.0247  1.7343  1.5003  -0.138
N  -4.2758  1.6902  2.0675  0.193
C  -2.6063  1.8494  0.1429  -0.071
C  -3.4661  1.9739  -0.9552  0.019
C  -2.9331  2.0582  -2.2186  -0.023
C  -1.5495  1.9658  -2.3681  -0.124
N  -0.7285  1.8264  -1.3435  -0.021
C  -1.2158  1.8062  -0.0927  -0.153
C  -0.2671  1.7317  1.0169  -0.164
N  1.0472  1.7322  0.7283  0.066
C  1.9100  1.7437  1.7212  -0.141
C  1.5385  1.7240  3.0697  -0.036
C  0.2035  1.6700  3.3824  0.020
C  -0.7338  1.6755  2.3416  -0.074
H  -10.0759  1.1649  7.8364  0.096
H  -9.8401  0.5199  6.1968  0.097
H  -9.7234  2.2790  6.4967  0.098
H  -5.6916  0.9378  7.6939  0.125
H  -3.8696  1.1234  6.0211  0.113
H  -6.8036  1.8084  2.9702  0.106
H  -8.5768  1.6191  4.5986  0.105
H  -5.1587  1.7119  1.5916  0.147
H  -4.5383  2.0093  -0.8113  0.119
H  -3.5598  2.1762  -3.0903  0.114
H  -1.0861  1.9888  -3.3464  0.115
H  2.9584  1.7645  1.4441  0.107
H  2.2959  1.7530  3.8406  0.112
H  -0.1462  1.6423  4.4058  0.124
C  2.0524  -2.4259  1.2908  -0.060
C  1.8366  -3.1391  0.1220  -0.063
C  2.5509  -2.8343  -1.0296  -0.089
C  3.4648  -1.7813  -1.0322  -0.186
C  3.6909  -1.0834  0.1461  -0.043
C  2.9977  -1.4153  1.3019  -0.058
Ge  0.4761  -0.9698  -2.1435  0.929
C  -1.1255  -1.6299  -1.2536  -0.342
C  -1.2808  -1.3588  0.1083  -0.136
C  -2.4335  -1.7280  0.7830  -0.072
C  -3.4635  -2.3511  0.0907  -0.071
C  -3.3335  -2.6203  -1.2644  -0.075
C  -2.1656  -2.2739  -1.9297  -0.112
C  0.8272  -2.2027  -3.6228  -0.366
C  1.5150  -1.7119  -4.7338  -0.148
C  1.8643  -2.5478  -5.7855  -0.083
C  1.5478  -3.8968  -5.7247  -0.074
C  0.8631  -4.4040  -4.6254  -0.069
C  0.4935  -3.5587  -3.5909  -0.135
H  1.5002  -2.6675  2.1886  0.117
H  1.1167  -3.9467  0.0992  0.121
H  2.3812  -3.4343  -1.9095  0.091
H  4.3924  -0.2631  0.1893  0.109
H  3.1957  -0.8685  2.2139  0.109
H  -0.4822  -0.8587  0.6479  0.085
H  -2.5342  -1.5223  1.8419  0.110
H  -4.3697  -2.6345  0.6110  0.108
H  -4.1388  -3.1048  -1.8007  0.107
H  -2.0701  -2.4980  -2.9861  0.098
H  1.7952  -0.6622  -4.7616  0.091
H  2.3873  -2.1529  -6.6462  0.110
H  1.8262  -4.5551  -6.5368  0.109
H  0.6091  -5.4551  -4.5846  0.110
H  -0.0571  -3.9628  -2.7472  0.103

Summary:
relative energy (zero: lowest compared OMol25 entry of this formula, charge and spin)	3.301	eV
charge	+1
2S+1	2
total energy	-142838.29406	eV
⟨S²⟩	0.755
Kohn-Sham gap (alpha / beta)	4.54 / 4.72	eV